Entry 1:
{"formula": "C4H5NO", "method": "wB97M-V/def2-TZVPD", "symbols": ["C", "C", "C", "O", "H", "H", "C", "N", "H", "H", "H"], "positions_angstrom": [[0.42006, -2.10331, -0.38226], [-0.49189, -1.37053, -0.09051], [-1.61468, -0.52302, 0.31097], [-2.43837, -0.11618, -0.47181], [1.22579, -2.75208, -0.65633], [-1.66188, -0.29409, 1.38916], [1.13972, 1.32548, 0.35910], [0.02594, 1.62181, 0.88800], [1.15252, 0.90819, -0.65349], [2.11182, 1.40913, 0.85907], [0.14748, 1.98207, 1.83829]], "forces_ev_per_a": [[-0.4, 0.3, 0.1], [0.4, -0.5, -0.1], [-0.4, 0.2, -0.3], [0.3, -0.3, 0.3], [-0.2, 0.1, 0.1], [0.0, -0.1, -0.2], [-0.2, -0.1, 0.1], [0.5, 0.1, 0.0], [0.0, 0.2, 0.2], [-0.1, 0.1, 0.0], [0.0, 0.0, -0.1]], "e_homo_ha": -0.3762, "orbital_gap_ev": 10.545, "relative_energy_kj_mol": 335.9}

---

Entry 2:
{"formula": "C4H5NO", "method": "wB97M-V/def2-TZVPD", "symbols": ["C", "C", "N", "C", "C", "O", "H", "H", "H", "H", "H"], "positions_angstrom": [[-0.43421, -0.74878, -1.62903], [-0.27119, -0.33463, -0.19633], [0.50969, -0.87982, 0.67654], [0.73739, 0.12282, 1.60747], [0.02020, 1.21423, 1.29239], [-0.67185, 0.92408, 0.13377], [-1.41994, -1.17878, -1.79755], [0.35080, -1.44781, -1.97552], [-0.34316, 0.18511, -2.19472], [1.54166, 0.01967, 2.30921], [-0.04245, 2.16332, 1.81315]], "forces_ev_per_a": [[-0.3, 0.2, 0.2], [0.8, -0.2, -0.1], [0.2, 0.3, -0.5], [0.1, -0.1, -0.1], [0.1, -0.4, 0.2], [0.3, 0.3, 0.3], [0.0, 0.0, -0.2], [-0.5, 0.4, 0.6], [-0.2, -0.3, -0.2], [-0.2, -0.1, 0.5], [-0.4, -0.1, -0.6]], "e_homo_ha": -0.3376, "orbital_gap_ev": 10.230, "relative_energy_kj_mol": 55.8}

---

Entry 3:
{"formula": "C4H5NO", "method": "wB97M-V/def2-TZVPD", "symbols": ["C", "C", "C", "O", "H", "H", "H", "H", "C", "N", "H"], "positions_angstrom": [[-1.66365, -0.08966, 0.00659], [-0.53681, 0.82234, 0.42827], [0.70666, 1.01977, 0.08396], [1.81952, 1.34317, -0.11075], [-1.37594, -1.13564, -0.13629], [-2.09849, 0.27674, -0.93139], [-2.44744, -0.06184, 0.77104], [-0.75560, 1.80981, 0.85318], [2.14994, -1.33426, -0.32717], [1.10021, -1.79483, -0.20032], [3.10160, -0.85560, -0.43711]], "forces_ev_per_a": [[0.0, 0.0, 0.0], [0.1, 0.7, -0.2], [0.6, 0.1, -0.2], [-0.7, -0.2, 0.1], [0.2, 0.3, 0.1], [0.0, -0.1, 0.2], [0.2, 0.0, -0.2], [-0.5, -0.2, 0.3], [-0.8, -0.6, 0.1], [1.1, 0.2, -0.2], [-0.1, -0.1, 0.0]], "e_homo_ha": -0.3244, "orbital_gap_ev": 9.650, "relative_energy_kj_mol": 199.9}

---

Entry 4:
{"formula": "C4H5NO", "method": "wB97M-V/def2-TZVPD", "symbols": ["C", "C", "C", "O", "C", "N", "H", "H", "H", "H", "H"], "positions_angstrom": [[-1.52863, -0.56134, -0.13127], [-0.25216, 0.21158, 0.73664], [0.62144, 1.31043, 0.66633], [1.72929, 0.92808, -0.05079], [1.49729, -0.35025, -0.38700], [0.47025, -0.84466, 0.16442], [-1.96299, -1.29625, 0.54015], [-1.29634, -1.13521, -1.08452], [-2.14778, 0.26378, -0.40136], [0.73688, 2.33582, 1.03184], [2.13275, -0.86198, -1.08443]], "forces_ev_per_a": [[-1.0, 1.3, 0.9], [-0.2, -1.2, -2.3], [-0.9, -0.5, -0.5], [0.0, 0.3, 0.2], [1.0, -0.4, 0.4], [2.2, -1.0, -0.2], [-0.3, 0.4, 0.1], [0.5, 1.2, 1.4], [-1.2, 0.3, 0.0], [-0.7, -0.6, -0.1], [0.5, 0.2, 0.1]], "e_homo_ha": -0.3299, "orbital_gap_ev": 9.517, "relative_energy_kj_mol": 392.8}

---

Entry 5:
{"formula": "C4H5NO", "method": "wB97M-V/def2-TZVPD", "symbols": ["C", "N", "C", "C", "C", "O", "H", "H", "H", "H", "H"], "positions_angstrom": [[-1.34385, 0.88930, -0.44789], [-1.46894, -0.36453, -0.17334], [-0.31436, -0.70666, 0.58569], [1.21995, -0.61153, -0.39833], [0.63088, 0.38605, 0.48822], [-0.21984, 1.53811, -0.15091], [-2.17859, 1.46290, -0.85822], [-0.45751, -1.43506, 1.37764], [0.78313, -0.89608, -1.33778], [2.29962, -0.84448, -0.30228], [1.24810, 0.66449, 1.34286]], "forces_ev_per_a": [[-0.2, -0.7, 0.1], [0.2, 0.4, -0.2], [1.3, -0.8, -0.4], [-0.9, -0.5, 0.2], [-0.8, 1.7, -0.3], [1.0, -1.1, 0.9], [0.5, 0.0, 0.0], [0.4, 0.3, -0.1], [0.0, 0.6, -0.4], [-1.1, -0.4, 0.6], [-0.3, 0.5, -0.4]], "e_homo_ha": -0.3182, "orbital_gap_ev": 9.637, "relative_energy_kj_mol": 276.5}

---

Entry 6:
{"formula": "C4H5NO", "method": "wB97M-V/def2-TZVPD", "symbols": ["C", "C", "C", "C", "N", "O", "H", "H", "H", "H", "H"], "positions_angstrom": [[-2.36473, -0.18123, -0.25135], [0.58210, -0.45579, 0.02670], [1.92763, -0.39877, -0.31488], [-0.29402, 0.82877, 0.21505], [-1.59042, 0.68097, -0.09118], [-0.06822, -1.48248, 0.22186], [-2.94110, -0.99534, -0.46543], [2.38457, -1.35239, -0.07356], [2.50812, 0.58283, -0.31835], [-0.30337, 0.93746, 1.32909], [0.15946, 1.83596, -0.27794]], "forces_ev_per_a": [[3.5, 2.6, 0.6], [1.3, 0.2, -1.4], [-0.6, 1.9, 1.0], [4.7, 4.5, 1.2], [-4.3, -2.9, -1.5], [-1.8, -1.4, 0.3], [-1.7, -1.5, -0.4], [0.5, 0.3, -0.3], [-0.9, -1.6, -0.1], [0.2, 0.4, -0.7], [-1.0, -2.5, 1.2]], "e_homo_ha": -0.2561, "orbital_gap_ev": 6.045, "relative_energy_kj_mol": 479.6}

---

Entry 7:
{"formula": "C4H5NO", "method": "wB97M-V/def2-TZVPD", "symbols": ["C", "C", "O", "C", "N", "C", "H", "H", "H", "H", "H"], "positions_angstrom": [[-0.87559, 0.09247, -0.08856], [-0.46353, -0.65586, -1.33363], [0.61222, -1.18377, -1.47465], [1.53264, 1.19509, 0.48590], [1.00683, 0.54872, 1.47997], [-0.04436, -0.13209, 1.14274], [-0.85837, 1.16710, -0.35136], [-1.91350, -0.17833, 0.14799], [-1.22894, -0.68504, -2.13773], [2.54526, 0.78319, 0.33807], [-0.31268, -0.95150, 1.79127]], "forces_ev_per_a": [[0.1, -0.2, 0.1], [0.3, -0.2, 0.0], [-0.4, 0.2, 0.0], [0.5, 1.2, 0.7], [0.1, -0.7, -1.3], [-0.3, -0.3, 0.3], [0.1, -0.2, 0.1], [0.1, 0.0, -0.1], [0.1, 0.0, 0.0], [-0.1, -0.1, -0.3], [-0.5, 0.2, 0.4]], "e_homo_ha": -0.3076, "orbital_gap_ev": 8.261, "relative_energy_kj_mol": 418.1}

---

Entry 8:
{"formula": "C4H5NO", "method": "wB97M-V/def2-TZVPD", "symbols": ["C", "C", "O", "C", "C", "N", "H", "H", "H", "H", "H"], "positions_angstrom": [[-1.27165, 0.27400, -0.43765], [-0.26461, -0.34316, 0.50791], [-0.47019, -0.58762, 1.67413], [1.02401, -0.74711, -0.09275], [1.26999, 0.82130, 0.18099], [1.73933, 1.86187, 0.39075], [-1.95039, -0.56404, -0.60543], [-0.88271, 0.62472, -1.40270], [-1.81560, 1.08372, 0.04805], [0.99372, -1.23838, -1.09936], [1.68754, -1.29556, 0.58547]], "forces_ev_per_a": [[-0.3, 0.0, 0.1], [-1.9, -2.2, 0.7], [-0.6, 0.5, 0.1], [0.7, 2.1, 0.3], [3.5, -1.0, -1.9], [-1.1, -0.9, 0.0], [-0.3, 0.2, -0.2], [0.1, -0.2, 0.4], [0.0, -0.1, 0.0], [0.2, 1.5, 0.5], [-0.4, 0.3, -0.1]], "e_homo_ha": -0.3732, "orbital_gap_ev": 10.352, "relative_energy_kj_mol": 195.4}

---

Entry 9:
{"formula": "C4H5NO", "method": "wB97M-V/def2-TZVPD", "symbols": ["C", "C", "C", "C", "N", "O", "H", "H", "H", "H", "H"], "positions_angstrom": [[-1.76477, 0.01883, 0.19169], [-0.30459, 0.00112, 0.09606], [0.53018, 1.06203, -0.17951], [1.91797, 0.21293, 0.07644], [1.64799, -1.09659, 0.30845], [0.30053, -1.18214, 0.42086], [-2.11710, -0.57948, 1.03881], [-2.14727, 1.03707, 0.33167], [-2.28658, -0.37051, -0.69309], [1.30806, 0.31377, -1.34693], [2.91558, 0.58297, -0.24444]], "forces_ev_per_a": [[-1.5, -0.1, 0.4], [0.5, -1.2, 0.0], [3.8, -1.3, -1.3], [-2.5, -0.7, -2.6], [0.9, 1.8, 0.6], [-0.3, 1.0, -0.4], [0.1, 0.0, -0.1], [0.4, -0.2, 0.0], [0.4, 0.0, 0.0], [-1.2, 1.3, 2.6], [-0.6, -0.6, 1.0]], "e_homo_ha": -0.3357, "orbital_gap_ev": 8.729, "relative_energy_kj_mol": 602.2}

---

Entry 10:
{"formula": "C4H5NO", "method": "wB97M-V/def2-TZVPD", "symbols": ["O", "C", "C", "C", "N", "C", "H", "H", "H", "H", "H"], "positions_angstrom": [[1.28073, 1.59987, -0.14349], [0.31836, 0.64116, -0.07596], [-0.30914, -0.26741, -1.12543], [-0.61434, -0.95585, 0.20845], [0.61412, -0.46246, 0.87145], [-0.62015, 0.29540, 1.01252], [-1.17073, 0.10239, -1.68814], [0.42198, -0.75960, -1.77579], [-1.00503, -1.92742, 0.47282], [1.98839, 1.10214, 0.29162], [-1.03058, 0.70621, 1.92164]], "forces_ev_per_a": [[0.0, 0.0, 0.1], [0.2, 0.0, -0.1], [0.0, 0.0, -0.1], [-0.4, -0.5, 0.0], [0.2, -0.3, 0.1], [-0.3, 0.1, 0.3], [0.2, 0.1, 0.1], [-0.1, -0.1, 0.1], [-0.1, 0.1, -0.1], [0.5, 0.7, -0.2], [0.0, -0.1, -0.1]], "e_homo_ha": -0.3706, "orbital_gap_ev": 11.199, "relative_energy_kj_mol": 345.6}